56
Properties=species:S:1:pos:R:3:lowdin_spin:R:1 method="wB97M-V/def2-TZVPD" total_charge=-1 homo_lumo_gap_ev="2.5 / 5.3" molar_mass_g_mol=613.4 multiplicity=8 lumo_energy_ev="0.704 / 0.091"
C -1.07 1.52 -0.63 -0.006
C 0.32 1.49 -1.02 -0.005
C 0.49 0.41 -1.94 -0.010
H 1.13 2.14 -0.64 0.001
C -0.79 -0.23 -2.11 -0.004
C -1.75 0.45 -1.29 -0.004
H -2.81 0.19 -1.17 0.000
H -1.52 2.21 0.10 0.001
H 1.45 0.08 -2.37 0.000
H -0.97 -1.15 -2.68 0.000
C 0.93 -0.93 2.35 -0.012
C 0.26 0.34 2.43 -0.001
C -1.15 0.13 2.28 -0.003
H 0.77 1.30 2.54 0.000
C -1.37 -1.27 2.10 -0.005
C -0.08 -1.93 2.15 -0.006
H 0.11 -2.99 1.93 0.001
H 2.01 -1.09 2.34 -0.001
H -1.92 0.91 2.26 0.001
H -2.34 -1.76 1.92 0.001
Eu -0.07 -0.61 0.16 4.051
O 0.98 -3.85 -1.58 0.000
C 2.12 -3.71 -2.47 0.000
C 0.99 -4.67 -2.81 0.000
H 2.16 -2.75 -3.01 0.000
H 3.06 -4.15 -2.12 0.000
H 0.28 -4.32 -3.57 0.000
H 0.51 -6.49 -4.70 0.000
C 0.87 -6.95 -3.79 0.000
C 1.16 -6.11 -2.69 0.000
C 1.62 -6.70 -1.49 0.000
H 1.82 -6.06 -0.63 0.000
C 1.79 -8.08 -1.41 0.000
H 2.13 -8.52 -0.48 0.000
C 1.51 -8.89 -2.51 0.000
H 1.64 -9.97 -2.44 0.000
C 1.05 -8.32 -3.70 0.000
H 0.82 -8.94 -4.55 0.000
O 0.77 3.19 3.24 0.005
C 0.27 3.38 2.12 -0.008
O 0.14 2.53 1.26 -0.003
C -0.26 4.80 1.94 0.042
C -1.05 5.18 0.85 0.286
C -1.65 6.47 0.83 0.355
C -1.47 7.37 1.87 0.204
C -0.67 7.00 2.96 0.249
C -0.07 5.72 2.99 0.418
N -0.47 7.92 4.08 0.238
O -1.05 9.04 4.03 0.199
O 0.25 7.54 5.04 0.243
N -2.52 6.84 -0.30 0.262
O -2.68 6.01 -1.23 0.240
O -3.06 7.98 -0.26 0.225
H -1.23 4.48 0.04 0.015
H -1.94 8.34 1.86 0.013
H 0.52 5.46 3.86 0.018


97
Properties=species:S:1:pos:R:3:mulliken_charge:R:1 method="wB97M-V/def2-TZVPD" total_charge=0 homo_lumo_gap_ev=7.8 smiles="O=[P@](OC[C@H]1CO1)(OC(F)(F)F)OS(=O)(=O)C(F)(F)F.FC(F)C(F)(F)COC(F)(F)C(F)F.FC(F)C(F)(F)COC(F)(F)C(F)F.FC(F)C(F)(F)COC(F)(F)C(F)F.FC(F)C(F)(F)COC(F)(F)C(F)F" molar_mass_g_mol=1282.4 lumo_energy_ev=-2.520 e_above_lowest_kj_mol=662.1
O -0.20 4.75 -0.99 -0.566
P -0.77 5.88 0.00 1.272
O -2.47 5.44 0.23 -0.410
C -2.59 4.17 0.96 -0.435
C -2.85 2.88 -0.24 0.038
C -3.19 1.33 0.45 -0.272
O -4.29 2.28 -0.30 -0.408
O -0.80 7.46 -0.76 -0.308
C -1.09 7.38 -2.20 0.663
F -2.12 6.39 -2.58 -0.186
F -1.63 8.72 -2.64 -0.229
F 0.20 7.13 -2.92 -0.208
O -0.06 5.86 1.58 -0.301
S 1.60 6.24 1.58 0.933
O 2.13 5.88 3.02 -0.543
O 1.91 7.75 1.39 -0.490
C 2.66 5.26 0.39 0.618
F 2.63 5.78 -1.01 -0.133
F 4.09 5.30 0.84 -0.188
F 2.25 3.82 0.46 -0.183
H -3.56 4.06 1.62 0.340
H -1.61 3.77 1.45 0.277
H -2.14 2.91 -1.28 0.294
H -2.48 0.80 -0.32 0.230
H -2.90 1.69 1.53 0.141
F -2.30 -2.68 3.60 -0.227
C -2.24 -1.37 3.26 0.046
F -3.46 -1.07 2.73 -0.248
C -1.13 -1.07 2.26 1.031
F -1.35 -1.68 1.06 -0.287
F -1.16 0.28 1.99 -0.342
C 0.29 -1.40 2.74 -0.882
O 0.81 -2.67 2.33 -0.281
C 0.41 -3.78 3.13 0.672
F -0.15 -3.32 4.27 -0.291
F 1.56 -4.41 3.50 -0.285
C -0.49 -4.77 2.37 0.626
F -1.59 -4.16 1.85 -0.234
F -0.94 -5.75 3.19 -0.296
H -2.12 -0.78 4.17 0.280
H 0.96 -0.67 2.27 0.440
H 0.42 -1.23 3.81 0.310
H 0.05 -5.23 1.54 0.020
F -4.36 -6.19 5.73 -0.228
C -4.36 -5.28 4.73 0.427
F -4.39 -4.05 5.32 -0.264
C -5.54 -5.44 3.78 0.895
F -6.73 -5.19 4.40 -0.286
F -5.44 -4.48 2.80 -0.296
C -5.63 -6.80 3.07 -0.816
O -6.49 -7.78 3.67 -0.407
C -5.91 -8.51 4.75 0.758
F -4.58 -8.30 4.76 -0.269
F -6.09 -9.82 4.44 -0.299
C -6.58 -8.20 6.09 0.207
F -6.56 -6.88 6.39 -0.195
F -5.94 -8.84 7.11 -0.256
H -3.41 -5.35 4.19 0.004
H -6.08 -6.61 2.09 0.445
H -4.64 -7.21 2.84 0.351
H -7.63 -8.53 6.09 0.237
F 4.62 10.03 -6.17 -0.210
C 4.03 10.35 -5.00 0.081
F 4.88 11.20 -4.36 -0.281
C 3.74 9.13 -4.13 0.896
F 4.89 8.52 -3.73 -0.294
F 3.13 9.56 -2.98 -0.329
C 2.81 8.08 -4.77 -0.453
O 3.45 6.97 -5.42 -0.413
C 3.89 7.22 -6.75 0.742
F 3.33 8.37 -7.19 -0.275
F 3.35 6.23 -7.51 -0.295
C 5.42 7.20 -6.89 0.217
F 6.01 8.08 -6.05 -0.203
F 5.80 7.55 -8.15 -0.258
H 3.11 10.90 -5.22 0.283
H 2.25 7.62 -3.94 0.197
H 2.04 8.53 -5.40 0.403
H 5.82 6.21 -6.67 0.233
F 2.10 -7.30 -1.84 -0.180
C 2.75 -7.37 -3.02 0.082
F 3.11 -8.67 -3.17 -0.285
C 3.97 -6.46 -3.09 0.879
F 4.93 -6.84 -2.20 -0.272
F 4.54 -6.60 -4.33 -0.331
C 3.68 -4.96 -2.89 -0.690
O 3.86 -4.44 -1.57 -0.401
C 2.76 -4.65 -0.68 0.842
F 1.68 -5.04 -1.40 -0.295
F 2.45 -3.42 -0.18 -0.293
C 3.10 -5.61 0.47 0.168
F 3.54 -6.81 0.01 -0.217
F 2.00 -5.87 1.23 -0.247
H 2.03 -7.13 -3.82 0.274
H 4.42 -4.42 -3.50 0.406
H 2.71 -4.66 -3.32 0.310
H 3.87 -5.19 1.11 0.208


59
Properties=species:S:1:pos:R:3:lowdin_spin:R:1 method="wB97M-V/def2-TZVPD" total_charge=-1 homo_lumo_gap_ev="6.1 / 6.5" molar_mass_g_mol=711.8 multiplicity=5 lumo_energy_ev="2.273 / 1.701" e_above_lowest_kj_mol=0.0
Ir 0.33 0.15 -0.01 2.787
O -4.55 -2.16 -1.46 0.001
C -3.79 -2.46 -2.52 0.000
C -4.38 -3.16 -3.58 0.001
C -3.64 -3.50 -4.70 -0.001
C -2.29 -3.15 -4.79 0.000
C -1.71 -2.45 -3.74 0.000
C -2.43 -2.10 -2.60 0.005
C -1.74 -1.37 -1.50 0.008
O -0.51 -1.04 -1.67 0.149
N -2.46 -1.13 -0.43 0.015
N -1.70 -0.51 0.55 0.118
C -2.35 0.04 1.50 0.035
C -1.79 0.74 2.63 0.015
C -2.68 1.37 3.52 0.001
C -2.25 2.08 4.60 0.011
C -0.86 2.17 4.83 0.005
C 0.04 1.55 4.00 0.013
C -0.39 0.82 2.86 0.018
O 0.50 0.25 2.10 0.198
H -3.96 -1.65 -0.84 0.001
H -5.43 -3.42 -3.50 0.000
H -4.12 -4.04 -5.51 0.000
H -1.71 -3.42 -5.66 0.000
H -0.67 -2.16 -3.77 0.000
H -3.44 -0.01 1.43 0.006
H -3.75 1.29 3.31 0.000
H -2.95 2.57 5.27 0.001
H -0.49 2.74 5.68 0.000
H 1.11 1.63 4.15 0.000
O 3.66 3.07 -0.05 0.009
C 2.54 2.61 0.17 0.011
O 2.19 1.42 -0.21 0.109
C 1.53 3.39 0.96 0.014
C 2.02 4.24 1.95 -0.001
C 1.17 4.97 2.76 0.014
C -0.20 4.88 2.56 0.000
C -0.70 4.06 1.56 0.020
C 0.14 3.30 0.74 0.030
S -0.62 2.33 -0.53 0.294
H 3.10 4.29 2.07 0.000
H 1.57 5.61 3.54 0.001
H -0.89 5.44 3.19 0.000
H -1.77 3.98 1.41 0.002
C 4.72 -2.67 -2.34 0.001
N 3.64 -2.49 -1.40 0.002
C 2.70 -3.53 -1.05 0.002
C 1.63 -2.74 -0.30 0.008
O 0.65 -3.23 0.22 0.004
N 1.97 -1.40 -0.34 0.078
C 3.12 -1.29 -1.02 0.010
N 3.70 -0.13 -1.27 0.001
H 5.15 -3.66 -2.21 0.000
H 5.52 -1.95 -2.16 0.000
H 4.39 -2.57 -3.38 0.000
H 3.14 -4.29 -0.40 0.000
H 2.25 -4.01 -1.92 0.000
H 3.23 0.72 -0.90 0.001
H 4.52 -0.08 -1.84 0.000


58
Properties=species:S:1:pos:R:3:mulliken_charge:R:1 method="wB97M-V/def2-TZVPD" total_charge=0 homo_lumo_gap_ev=8.2 smiles="O=C1C=CC(=O)C=C1.O=C1C=CC(=O)C=C1.O=C1C=CC(=O)C=C1.O=C1C=CC(=O)C=C1.O=NOC[SiH3]" molar_mass_g_mol=523.5 lumo_energy_ev=-1.737
O -2.91 -1.39 -5.74 -0.548
C -2.21 -2.16 -5.11 0.272
C -2.22 -3.62 -5.42 -0.363
C -1.48 -4.47 -4.71 -0.450
C -0.61 -4.00 -3.60 0.398
O 0.06 -4.78 -2.95 -0.556
C -0.59 -2.54 -3.31 -0.125
C -1.34 -1.69 -4.01 -0.331
H -2.86 -3.93 -6.23 0.451
H -1.47 -5.54 -4.91 0.440
H 0.05 -2.21 -2.51 0.355
H -1.34 -0.63 -3.81 0.448
O 1.20 0.19 3.52 -0.628
C 1.16 0.07 2.31 0.565
C 1.15 1.26 1.43 0.085
C 1.09 1.13 0.10 -0.520
C 1.06 -0.21 -0.53 0.490
O 1.01 -0.33 -1.74 -0.606
C 1.09 -1.40 0.35 -0.395
C 1.13 -1.27 1.68 -0.546
H 1.17 2.22 1.92 0.175
H 1.08 1.98 -0.56 0.463
H 1.07 -2.36 -0.14 0.453
H 1.15 -2.12 2.35 0.444
O 4.03 1.23 2.27 -0.436
C 4.75 1.26 3.25 0.376
C 6.20 1.52 3.13 -0.463
C 6.98 1.58 4.21 -0.366
C 6.42 1.39 5.57 0.264
O 7.13 1.45 6.55 -0.549
C 4.96 1.13 5.69 -0.531
C 4.18 1.07 4.61 -0.063
H 6.58 1.66 2.12 0.427
H 8.04 1.77 4.15 0.408
H 4.59 0.99 6.69 0.460
H 3.12 0.87 4.66 0.525
O 0.24 4.16 2.55 -0.554
C 0.55 4.48 3.68 0.421
C 1.77 3.92 4.32 0.017
C 2.12 4.27 5.56 -0.405
C 1.30 5.23 6.34 0.272
O 1.62 5.55 7.47 -0.535
C 0.09 5.79 5.69 -0.479
C -0.26 5.44 4.46 -0.400
H 2.34 3.21 3.73 0.337
H 2.99 3.87 6.05 0.486
H -0.49 6.49 6.29 0.407
H -1.14 5.84 3.96 0.417
O -4.64 -4.85 -7.31 -0.404
N -5.61 -4.31 -6.91 0.207
O -6.14 -3.47 -7.86 -0.175
C -7.30 -2.80 -7.32 -0.356
Si -8.78 -3.94 -6.93 0.413
H -7.59 -2.09 -8.10 0.329
H -7.01 -2.22 -6.45 0.288
H -9.83 -3.75 -7.95 -0.107
H -8.35 -5.35 -6.94 -0.101
H -9.33 -3.58 -5.61 -0.103